Molecular formula: C41H68N3NaOP2Si
Method: DFT, wB97M-V/def2-TZVPD

Element x y z (Å)
Na (1.22870, 1.54429, -1.91174)
C (-2.04798, -0.55385, -3.36967)
Si (-1.48672, 0.30111, -1.75978)
C (-1.61076, -1.19621, -0.56198)
C (-2.91146, -1.60469, -0.23511)
C (-3.07680, -2.58421, 0.77846)
C (-2.03559, -3.19881, 1.41206)
C (-0.74868, -2.91324, 0.96757)
C (-0.52957, -1.95861, -0.03871)
P (1.10898, -1.89168, -0.88489)
C (0.99627, -3.59460, -1.63941)
C (2.22778, -3.86882, -2.54431)
C (2.40426, -5.40562, -2.85457)
C (1.03659, -6.10384, -2.59898)
C (-0.02413, -5.21396, -3.26316)
C (-0.32429, -3.97104, -2.43366)
C (2.30372, -2.23348, 0.58759)
C (3.53821, -1.32897, 0.55994)
C (4.42885, -1.45775, 1.78360)
C (4.88474, -2.85921, 2.01121)
C (3.59926, -3.71543, 2.15982)
C (2.81649, -3.66641, 0.79715)
C (-3.12489, 1.15575, -1.11463)
C (-4.35614, 0.89127, -1.76220)
C (-5.51855, 1.25182, -1.17310)
C (-5.61182, 2.03469, -0.03466)
C (-4.39718, 2.36395, 0.60949)
C (-3.16573, 1.93011, 0.09740)
P (-1.63220, 2.31486, 0.94636)
C (-1.72525, 1.66429, 2.68660)
C (-2.90618, 1.95959, 3.62709)
C (-2.43392, 1.64867, 5.03575)
C (-2.33297, 0.11058, 5.12246)
C (-1.30831, -0.42312, 4.08182)
C (-1.56671, 0.10949, 2.65477)
C (-1.54890, 4.12471, 1.03581)
C (-2.80030, 4.96018, 1.49348)
C (-2.56340, 6.42791, 1.64184)
C (-1.10523, 6.83933, 1.89962)
C (-0.40677, 5.77133, 2.73414)
C (-0.25654, 4.42232, 1.92370)
H (-3.09729, -0.95742, -3.45770)
H (-1.35975, -1.37599, -3.57042)
H (-1.97712, 0.13021, -4.22194)
H (-3.78500, -1.13486, -0.67620)
H (-4.10154, -2.78445, 1.10198)
H (-2.16329, -3.94234, 2.18458)
H (0.09579, -3.45528, 1.39810)
H (1.03156, -4.30028, -0.76626)
H (3.17890, -3.42012, -2.14979)
H (1.99884, -3.43377, -3.50017)
H (3.20485, -5.87123, -2.23791)
H (2.76987, -5.59308, -3.86489)
H (0.80708, -6.24560, -1.54904)
H (1.06307, -7.10436, -3.07014)
H (-0.93010, -5.80803, -3.33105)
H (0.30387, -4.93486, -4.28132)
H (-1.15272, -4.13449, -1.70725)
H (-0.63488, -3.21528, -3.16756)
H (1.65422, -2.02894, 1.46780)
H (3.26161, -0.26464, 0.39352)
H (4.15953, -1.64854, -0.30235)
H (3.85664, -1.05031, 2.61157)
H (5.29709, -0.72488, 1.76835)
H (5.59121, -2.93839, 2.85143)
H (5.45746, -3.13829, 1.20108)
H (2.92299, -3.35113, 2.90512)
H (3.79657, -4.70354, 2.43142)
H (1.96311, -4.33646, 0.81410)
H (3.45140, -4.06447, -0.03072)
H (-4.38120, 0.27089, -2.63659)
H (-6.44891, 0.86798, -1.62112)
H (-6.60870, 2.32921, 0.30990)
H (-4.48111, 3.02713, 1.46895)
H (-0.76214, 2.03288, 3.15780)
H (-3.72877, 1.26258, 3.34411)
H (-3.32507, 2.95143, 3.52370)
H (-3.19507, 2.06760, 5.76351)
H (-1.48597, 2.14056, 5.25873)
H (-3.30736, -0.25669, 4.94817)
H (-1.97468, -0.24660, 6.11090)
H (-1.32800, -1.50307, 4.03539)
H (-0.25582, -0.15830, 4.30598)
H (-2.44459, -0.31020, 2.18362)
H (-0.76458, -0.20737, 2.01961)
H (-1.31867, 4.49154, -0.01198)
H (-3.05183, 4.51622, 2.46400)
H (-3.63557, 4.75427, 0.81023)
H (-3.31072, 6.84526, 2.38862)
H (-2.97315, 6.99807, 0.77678)
H (-1.17988, 7.83445, 2.37316)
H (-0.59465, 6.96025, 0.92883)
H (-1.07688, 5.48422, 3.57234)
H (0.59601, 6.07732, 3.10139)
H (0.04993, 3.59530, 2.58679)
H (0.60388, 4.44059, 1.22257)
N (1.41479, 2.30105, -4.25308)
C (2.11633, 1.51430, -5.24501)
C (3.40397, 0.83542, -4.88026)
C (3.30585, -0.10084, -3.69980)
N (3.45980, 0.59406, -2.42145)
H (0.44588, 2.43695, -4.52135)
H (1.87894, 3.23483, -4.21300)
H (2.23209, 2.08009, -6.18773)
H (1.50049, 0.61715, -5.54943)
H (4.24836, 1.57137, -4.75937)
H (3.67948, 0.21290, -5.71327)
H (4.08276, -0.80561, -3.91000)
H (2.31205, -0.53958, -3.69706)
H (4.44170, 0.93760, -2.36174)
H (3.42521, -0.19602, -1.78188)
O (3.04346, 3.19955, -0.83021)
H (3.53124, 2.53931, -1.34535)
H (3.19598, 2.90737, 0.10235)
N (1.65974, 1.41527, 1.66524)
C (2.51412, 1.30524, 2.42466)
H (0.81044, 1.42213, 1.08079)

## Properties
HOMO energy: -5.82 eV
E_tot: -81008.484 eV
E_LUMO: -0.004 Eh
Relative energy (zero: lowest compared OMol25 entry of this formula, charge and spin): 52.1 kcal/mol
Gap between HOMO and LUMO: 0.2094 hartree